1.
Formula: C47H39CeN8O5PS3
Source: the Open Molecules 2025 dataset
Level of theory: ωB97M-V/def2-TZVPD

Calculated values
Total energy ... -126238.7954 eV
ΔE to the lowest compared entry with this formula, charge and spin ... 88.1 kJ/mol
Lowest unoccupied orbital energy (spin up / spin down) ... -0.2783 / -0.2781 hartree
Frontier orbital gap (spin up / spin down) ... 0.195 / 0.195 Ha
Charge ... +2

Geometry (Å):
O: 2.1870 -0.4361 -4.7590
C: 1.6380 -3.7126 -2.4620
H: -3.5087 1.2164 2.4674
H: 0.3092 3.4038 1.1440
C: -0.9413 0.9300 -5.9389
H: -2.8193 -4.0390 -0.4922
H: -0.7045 2.1453 5.5773
C: 6.4768 1.7302 -3.9291
C: -2.7778 0.2931 -0.4863
C: 1.5341 -4.9590 -4.5689
H: -4.7626 -2.9281 -1.1347
C: -0.5249 -5.1320 2.4668
H: -0.6998 -0.8421 5.0107
H: -3.4983 5.2912 3.7301
S: 2.3716 -3.3046 -1.0200
O: -0.0887 -2.1127 -2.0968
H: -4.8985 -1.2625 5.6792
C: 4.1216 1.3847 -2.4467
H: 3.4630 1.8912 6.8083
H: 3.9715 0.6208 4.6609
H: -5.3461 0.1065 3.6295
C: -1.1135 -4.9010 1.2341
N: -2.2754 -3.2653 -0.1385
H: 0.0376 -4.3356 -5.9347
C: 0.6278 1.2780 4.1440
C: -0.7670 3.0513 -2.2042
C: -3.3054 0.5681 3.3564
C: -0.7707 1.6953 -4.6489
C: -0.6387 3.6857 1.6014
C: 0.3297 1.8148 5.3835
C: 1.9330 0.8148 3.9421
S: 3.1325 -0.6788 -3.6834
N: 2.3594 -0.1888 -2.2563
N: 1.6396 -0.6617 1.9796
H: 0.0240 -1.8472 3.2823
H: 6.8909 3.3558 -2.4213
C: -2.2423 5.5015 1.9314
C: 2.8961 0.8613 -1.6894
H: -2.6704 3.0654 4.1929
C: -1.3351 -3.5269 0.8836
H: -1.5436 4.7546 -3.3328
P: -0.5873 1.2396 2.7742
H: 3.3408 -0.3900 3.0634
O: 2.5321 -1.5927 1.2153
C: 5.0297 2.4095 -2.1161
H: 4.8062 3.1349 -1.3216
Ce: 0.7149 -0.8519 -0.4428
C: 2.6910 1.7619 6.0708
H: 5.6322 0.2533 -5.2729
N: -2.0841 -0.8796 -0.4377
H: -1.3978 3.6010 -5.5178
H: -0.9754 -2.6946 -4.3262
C: -0.2197 -2.7545 2.7139
C: 2.3298 -0.0433 2.8804
H: -0.2185 -0.5525 -7.0325
C: 5.4811 0.8013 -4.3283
C: -4.0948 -0.7213 5.1956
N: -0.2182 -0.1872 -6.0975
C: -1.1995 3.7355 -3.4033
C: -2.7633 -0.9202 5.6094
C: 1.3360 2.0530 6.3443
H: -2.1927 1.1753 -0.2648
C: -0.0769 -3.2382 -4.0888
C: -1.7071 -0.4961 4.7708
C: -1.9624 0.4067 3.7303
H: 1.8830 -5.7753 -5.1948
N: -0.5111 1.7501 -2.2248
H: -0.4214 0.0166 -3.3383
H: 2.3811 -2.4974 1.6140
C: 2.9675 1.0419 4.8946
H: 0.1415 -4.1422 4.2894
H: -2.6856 6.4448 1.6794
O: 3.7897 -1.9382 -3.5813
C: -1.1822 4.9501 1.2274
C: -4.1238 0.4368 -0.7646
H: 2.9838 -5.3077 -2.9731
C: -2.1876 3.6068 3.3939
H: -4.5690 1.4399 -0.8174
H: -5.9542 -0.7524 -1.1375
C: -0.5108 1.1199 -3.4148
S: 2.1800 1.6449 -0.3145
H: -2.5014 -1.5295 6.5041
H: -0.6887 3.5000 -1.2362
C: -4.8826 -0.7848 -0.9421
C: -1.1487 3.0959 -4.6160
C: -4.2397 -2.0030 -0.8914
H: -1.5079 -5.7332 0.5932
C: 2.0777 -4.7741 -3.3156
N: -0.6612 -2.5341 1.4566
C: -0.1805 -4.0438 3.2551
O: -1.7061 1.3231 -6.7999
C: -2.8370 -1.9867 -0.4970
H: -0.6271 5.5019 0.4448
C: -2.7050 4.8630 3.0831
N: 0.4408 -3.0623 -2.8785
H: 7.3958 1.7282 -4.5300
C: 0.4035 -4.2163 -4.9127
H: 0.6022 -0.4002 -5.4910
H: 1.0706 2.5300 7.2647
H: -0.3557 -6.1515 2.8178
C: -4.3405 -0.0521 4.0089
C: 6.2490 2.5156 -2.7845
C: 4.2925 0.6568 -3.6307
C: -1.2375 2.9426 2.5804

***

2.
Formula: C47H39FO18
Source: the Open Molecules 2025 dataset
Level of theory: ωB97M-V/def2-TZVPD

Calculated values
Total energy ... -88928.9575 eV
Lowest unoccupied orbital energy ... -0.0695 hartree
Frontier orbital gap ... 0.293 Ha

Geometry (Å):
H: -1.4994 4.3290 5.6275
C: -6.6314 0.3832 1.4582
H: -3.2095 8.1528 0.7710
O: 0.3287 1.1864 8.9218
H: -1.4359 -4.1196 -4.4230
O: -3.3073 -4.9026 -3.2398
H: -3.8753 6.5546 1.6957
H: 2.7117 -1.9122 11.0917
C: -5.8417 -0.0640 0.2936
C: 3.0392 3.7004 -2.2846
H: 5.7629 0.8745 -2.5721
H: -2.0324 2.8891 6.7394
C: 4.3273 -7.4315 -7.1573
H: -7.3873 -0.3026 1.8210
C: -3.0874 6.9778 0.9381
H: 2.2660 4.4487 -2.1600
O: 2.1563 2.4785 -0.4737
C: 2.3214 -3.2562 -5.2224
C: 4.0550 1.5295 -1.4967
C: 2.6432 -1.0492 10.4403
C: 0.8993 3.4754 2.0159
H: 1.0145 2.6323 6.0983
H: 0.2259 3.1713 7.8238
H: -0.8414 7.5075 1.0125
C: 0.0296 -2.5275 -4.7377
O: -8.5525 -4.2930 -3.8614
C: 3.9171 -0.5081 9.9267
O: 2.6977 -5.5811 -5.2981
H: -1.4351 3.9368 3.4812
C: -5.2416 -3.6604 -2.7220
C: -6.4168 1.5730 2.0280
H: -3.8357 2.7306 -0.0117
H: 1.7413 -1.2185 -5.1057
C: 3.9739 3.7938 -3.2353
H: -1.5866 6.8242 2.6468
C: -4.5143 -4.7625 -3.3821
C: 1.7777 5.7491 1.6942
C: 1.4496 -2.2596 -5.0405
C: 5.0178 2.7611 -3.3873
C: 6.3794 -8.1721 -8.9980
C: -4.5917 2.0449 0.3511
H: 0.1892 -5.9772 -4.7617
O: 5.8726 2.8447 -4.2584
H: -4.6513 -2.9899 -2.1091
H: 0.6444 1.3974 3.0539
H: -7.1085 -2.7036 -2.4034
H: 4.0085 4.6229 -3.9319
H: 4.9079 -8.1233 -10.5265
O: -1.0638 2.2911 4.8169
H: -6.9872 1.9151 2.8832
O: 2.8967 -7.4464 -9.0297
C: 3.0111 2.5621 -1.3448
H: 0.5286 -0.8787 10.4815
O: -1.3191 2.1091 2.3531
H: 4.0204 0.7004 -0.8002
H: 0.2483 5.3178 7.0835
C: -5.3814 2.4920 1.5157
O: 1.6887 7.0809 1.6154
C: 0.1395 2.0318 2.1779
C: 2.6752 1.2218 8.7089
H: -1.0244 5.2146 -0.1627
C: 0.4809 -4.9361 -4.8269
C: 1.9009 -4.6683 -5.1298
O: -5.1856 3.5821 2.0353
C: 0.2752 3.3441 6.6672
O: -6.0375 -1.1540 -0.2260
C: -6.6183 -5.5352 -4.3792
C: 2.4903 3.5535 2.4051
O: 0.7925 4.7382 6.4729
H: 3.3664 -3.0761 -5.4445
C: -7.3456 -4.4331 -3.7192
C: 1.4013 0.6808 9.2226
O: 3.3091 2.6616 2.9707
C: -5.3000 -5.6887 -4.2214
C: 4.0271 -7.6107 -8.5918
H: -4.2359 0.5130 -1.0739
H: -4.7514 -6.4920 -4.6979
H: -7.2086 -6.2057 -4.9922
C: -1.2188 3.2249 5.9433
O: -0.7672 -1.6146 -4.5694
C: 3.8464 0.6675 9.0364
O: 4.9897 -1.0137 10.2275
C: -4.8063 0.8551 -0.2186
H: -1.9119 4.4572 1.3574
H: 4.7898 1.0514 8.6678
C: -0.3909 -3.9395 -4.6450
C: 1.4720 -0.4948 10.1129
C: 6.6795 -7.9929 -7.5636
C: 5.1443 -7.9949 -9.4770
O: 2.9518 4.8838 1.9383
H: 7.2101 -8.4532 -9.6337
C: -6.5598 -3.5069 -2.8798
C: 0.4417 4.8096 1.5414
C: 5.5624 -7.6086 -6.6784
H: 3.4965 -7.1504 -6.5217
H: 2.6067 2.0849 8.0576
H: -2.8683 2.7257 3.7091
C: 4.9897 1.6228 -2.4474
O: 7.8099 -8.1572 -7.1257
C: -1.7004 2.8023 3.5933
C: -1.5548 6.7069 1.4821
C: -1.0626 5.1814 1.0064
H: 0.3281 1.3788 1.1962
F: -3.3445 6.3152 -0.3807
H: 5.7988 -7.4803 -5.6289

***

Q: Which value of total energy does entry 2 give?
A: -88928.9575 eV

***

Q: Look up the total energy of the second one.
A: -88928.9575 eV